{
  "formula": "C30H26MnN5OS7",
  "method": "ωB97M-V with the def2-TZVPD basis set",
  "species": ["Mn", "C", "C", "N", "N", "C", "S", "S", "C", "C", "C", "C", "C", "C", "C", "C", "C", "C", "C", "C", "C", "O", "H", "H", "H", "H", "H", "H", "H", "H", "H", "H", "H", "H", "H", "H", "N", "C", "C", "C", "C", "C", "N", "C", "C", "C", "C", "C", "N", "H", "H", "H", "H", "H", "H", "H", "H", "H", "C", "S", "C", "C", "S", "S", "C", "S", "S", "H", "H", "H"],
  "coordinates": [[0.07126, -0.16212, 0.21232], [1.41588, -0.46404, -3.96828], [0.96058, 0.08843, -2.64564], [0.83968, -0.65538, -1.59125], [1.24103, -1.98624, -1.80436], [1.33838, -2.68312, -0.74116], [1.05490, -2.03194, 0.86761], [1.75553, -4.38959, -0.92969], [3.23921, -4.44824, 0.15309], [4.45408, -3.86224, -0.50296], [4.67302, -2.48775, -0.46575], [5.77672, -1.93348, -1.09584], [6.67557, -2.74969, -1.77027], [6.46667, -4.12081, -1.80625], [5.36041, -4.67279, -1.17574], [0.64745, 1.52598, -2.58469], [0.70977, 2.30228, -3.75617], [0.45017, 3.65544, -3.74311], [0.12589, 4.27968, -2.54064], [0.06374, 3.54706, -1.37422], [0.32056, 2.18033, -1.39091], [0.22093, 1.54010, -0.21155], [1.65053, -1.51685, -3.90061], [2.29500, 0.07882, -4.31486], [0.62583, -0.31785, -4.70686], [3.36538, -5.50526, 0.38068], [2.99100, -3.92594, 1.07554], [3.97785, -1.84879, 0.06942], [5.94281, -0.86454, -1.05278], [7.53842, -2.31903, -2.26088], [7.16874, -4.76303, -2.32160], [5.19963, -5.74432, -1.20857], [0.96821, 1.83383, -4.69288], [0.50338, 4.22641, -4.65919], [-0.07419, 5.34317, -2.51739], [-0.18917, 4.00544, -0.42706], [-2.16572, -1.50117, 1.91363], [-2.54013, -1.35819, 0.58824], [-3.78037, -1.87318, 0.20317], [-4.21889, -1.68088, -1.08266], [-3.42501, -0.96341, -1.97815], [-2.20234, -0.52760, -1.54733], [-1.74138, -0.74864, -0.29624], [-1.37499, -0.67129, 2.69343], [-1.49365, -0.72994, 4.08443], [-0.73910, 0.12816, 4.84610], [0.10049, 1.05215, 4.22066], [0.17788, 1.02960, 2.85420], [-0.52137, 0.15462, 2.10003], [-2.77002, -2.10899, 2.44385], [-4.39064, -2.39186, 0.93040], [-5.18340, -2.06529, -1.38663], [-3.74902, -0.75299, -2.98610], [-1.54135, 0.02065, -2.20121], [-2.17165, -1.43990, 4.53998], [-0.80658, 0.09013, 5.92536], [0.67927, 1.76636, 4.78684], [0.81369, 1.70872, 2.30177], [-4.74947, 1.43104, 3.55127], [-3.53090, 2.63686, 4.13544], [-3.48426, 3.81102, 2.85576], [-3.30091, 3.58600, 1.47647], [-3.00558, 2.14515, 0.72089], [-3.28912, 5.05680, 0.51681], [-3.42346, 6.21039, 1.80491], [-3.43829, 7.81446, 1.61552], [-3.59396, 5.44151, 3.36526], [-4.89037, 0.75384, 4.39268], [-4.38408, 0.89212, 2.68208], [-5.69019, 1.92980, 3.33161]],
  "atomic_forces_ev_per_a": [[-0.49, -0.67, 0.31], [0.02, 0.00, 0.07], [0.15, 0.26, -0.20], [-0.06, -0.30, -0.23], [-0.18, 0.10, 0.15], [0.07, -0.13, -0.04], [0.12, 0.56, -0.27], [0.05, 0.10, 0.06], [-0.14, 0.06, -0.03], [-0.03, 0.02, 0.00], [0.01, 0.03, 0.02], [0.02, -0.02, -0.01], [-0.03, 0.00, 0.01], [-0.02, 0.00, 0.02], [0.02, 0.00, -0.05], [0.04, -0.19, -0.16], [-0.03, 0.04, 0.03], [0.00, -0.06, 0.02], [0.00, 0.03, 0.05], [-0.06, 0.18, -0.07], [-0.09, -0.31, 0.37], [0.40, 0.33, 0.03], [-0.01, 0.01, 0.01], [0.00, 0.02, 0.00], [0.01, 0.01, -0.01], [0.03, -0.01, -0.01], [0.01, -0.07, 0.05], [0.03, -0.01, 0.00], [-0.01, 0.00, 0.00], [0.00, 0.00, 0.01], [-0.01, 0.00, 0.00], [0.00, 0.01, 0.00], [0.01, 0.00, -0.02], [0.00, -0.01, 0.00], [0.00, -0.01, 0.00], [0.01, 0.00, -0.01], [0.02, -0.08, -0.01], [0.00, 0.08, 0.09], [-0.06, -0.05, -0.03], [-0.02, -0.01, -0.03], [-0.02, -0.01, 0.03], [-0.03, -0.08, -0.05], [0.22, 0.05, -0.02], [-0.06, 0.05, -0.05], [-0.04, -0.01, 0.01], [0.04, 0.02, 0.02], [-0.07, 0.00, 0.06], [-0.03, -0.06, -0.05], [0.17, 0.15, 0.01], [0.01, 0.03, -0.03], [-0.01, 0.01, 0.00], [0.01, 0.01, 0.00], [0.00, -0.02, 0.00], [0.00, 0.01, 0.03], [0.00, 0.01, 0.00], [-0.01, 0.03, -0.01], [0.01, -0.02, 0.00], [0.01, -0.02, -0.02], [0.02, 0.00, 0.01], [0.05, -0.09, -0.05], [-0.03, 0.04, -0.11], [0.07, 0.10, 0.07], [-0.04, -0.18, -0.05], [-0.01, 0.00, -0.03], [0.00, -0.06, -0.02], [0.02, 0.11, 0.01], [-0.04, 0.03, 0.07], [-0.02, 0.00, 0.00], [-0.02, 0.01, 0.04], [0.00, -0.01, 0.00]],
  "spin_multiplicity": 2,
  "relative_energy_ev": 0.000,
  "s2": 0.782,
  "total_charge": 1,
  "gap_ev": [6.6046, 5.9306],
  "lumo_ev": [-3.746, -4.737],
  "energy_ha": -5445.933523
}